Record 1
Molecular formula: CH3NSi
Method: DFT, ωB97M-V/def2-TZVPD

Properties
Frontier orbital gap in Ha: 0.4151
Relative energy (zero: lowest compared OMol25 entry of this formula, charge and spin) in eV: 1.203
Total energy in Ha: -384.07217
Charge: 0
Highest occupied orbital energy in eV: -11.46
SMILES: N#C[SiH3]

Last columns: bonded neighbours and bond lengths (Å).
CARTESIAN COORDINATES (ANGSTROEM)
1 N 1.7964 1.6554 -0.6122  C2 1.281
2 C 0.7505 0.9918 -0.2872  N1 1.281, Si3 1.773
3 Si -0.3755 -0.3177 0.1134  C2 1.773, H4 1.499, H5 1.479, H6 1.542
4 H -0.0283 -1.7567 0.3521  Si3 1.499
5 H -0.8012 -0.0361 1.5020  Si3 1.479
6 H -1.3419 -0.5368 -1.0682  Si3 1.542

Mulliken charges in e: atom 1 (N): -0.36, atom 2 (C): 0.26, atom 3 (Si): 0.29, atom 4 (H): -0.07, atom 5 (H): -0.07, atom 6 (H): -0.06

=====

Record 2
Molecular formula: C5H11NO
Method: DFT, ωB97M-V/def2-TZVPD

Properties
Frontier orbital gap in Ha: 0.3624
Relative energy (zero: lowest compared OMol25 entry of this formula, charge and spin) in eV: 2.350
Total energy in Ha: -327.04500
Charge: 0
Highest occupied orbital energy in eV: -8.75
SMILES: COC1CN(C)C1

Last columns: bonded neighbours and bond lengths (Å).
CARTESIAN COORDINATES (ANGSTROEM)
1 C 2.7276 0.5529 0.0726  O2 1.407, H8 1.101, H9 1.095, H10 1.100
2 O 1.5831 0.8423 -0.6935  C1 1.407, C3 1.396
3 C 0.6551 -0.1969 -0.6145  O2 1.396, C4 1.543, C7 1.531, H11 1.099
4 C -0.0708 -0.4472 0.7236  C3 1.543, N5 1.466, H12 1.096, H13 1.106
5 N -1.2965 -0.6617 -0.0507  C4 1.466, C6 1.442, C7 1.467
6 C -2.5531 -0.2390 0.5159  N5 1.442, H14 1.106, H15 1.095, H16 1.096
7 C -0.7395 0.1060 -1.1702  C3 1.531, N5 1.467, H17 1.104, H18 1.095
8 H 2.4912 0.5411 1.1483  C1 1.101
9 H 3.4777 1.3297 -0.1115  C1 1.095
10 H 3.1496 -0.4249 -0.2045  C1 1.100
11 H 1.0739 -1.1274 -1.0228  C3 1.099
12 H 0.2380 -1.2833 1.3618  C4 1.096
13 H -0.0961 0.4867 1.3149  C4 1.106
14 H -2.5374 0.8079 0.8733  C6 1.106
15 H -2.8126 -0.8862 1.3606  C6 1.095
16 H -3.3438 -0.3359 -0.2363  C6 1.096
17 H -0.9326 1.1903 -1.1006  C7 1.104
18 H -1.0138 -0.2544 -2.1667  C7 1.095

Here are the Mulliken charges for atoms 1 to 6, given in e: atom 1 (C): -0.71, atom 2 (O): -0.39, atom 3 (C): 0.18, atom 4 (C): -0.74, atom 5 (N): -0.14, atom 6 (C): -0.98

=====

Record 3
Molecular formula: CHIN2O2S
Method: DFT, ωB97M-V/def2-TZVPD

Properties
Frontier orbital gap (alpha / beta) in Ha: 0.2570 / 0.2391
Relative energy (zero: lowest compared OMol25 entry of this formula, charge and spin) in eV: 0.000
Total energy in Ha: -994.30231
Spin multiplicity: 3
Charge: 0
Highest occupied orbital energy (alpha / beta) in eV: -6.98 / -9.82

Last columns: bonded neighbours and bond lengths (Å).
CARTESIAN COORDINATES (ANGSTROEM)
1 C -0.5847 -0.5837 -1.2344  N2 1.182, I7 1.935
2 N 0.5522 -0.9013 -1.1658  C1 1.182, O5 1.204
3 N -0.5222 0.5626 1.1925  S6 1.513, H8 1.008
4 O 1.3646 2.0898 1.1590  S6 1.450
5 O 1.5197 -0.8702 -0.4493  N2 1.204
6 S 0.9431 0.7502 1.5202  N3 1.513, O4 1.450
7 I -2.2633 -0.7281 -2.1868  C1 1.935
8 H -1.0094 -0.3194 1.1646  N3 1.008

Here are the Mulliken charges for atoms 1 to 6, given in e: atom 1 (C): -0.09, atom 2 (N): 0.19, atom 3 (N): -0.44, atom 4 (O): -0.46, atom 5 (O): -0.39, atom 6 (S): 0.57

=====

Record 4
Molecular formula: C3HN3O2
Method: DFT, ωB97M-V/def2-TZVPD

Properties
Frontier orbital gap in Ha: 0.3141
Relative energy (zero: lowest compared OMol25 entry of this formula, charge and spin) in eV: 3.084
Total energy in Ha: -429.53916
Charge: 0
Highest occupied orbital energy in eV: -9.41

Last columns: bonded neighbours and bond lengths (Å).
CARTESIAN COORDINATES (ANGSTROEM)
1 C -0.5880 -1.3989 -0.0747  C3 1.411, H4 1.179, N5 1.368
2 C -0.5101 0.8442 -0.1191  C3 1.531, O8 1.287, O9 1.213
3 C 0.3920 -0.3902 -0.1903  C1 1.411, C2 1.531, N7 1.298
4 H -0.4031 -2.5501 0.1031  C1 1.179
5 N -1.8640 -0.9518 0.1364  C1 1.368, O8 1.422
6 N 2.7862 -0.2387 0.1842  N7 1.144
7 N 1.6866 -0.3582 -0.1060  C3 1.298, N6 1.144
8 O -1.7268 0.4608 0.0513  C2 1.287, N5 1.422
9 O 0.0241 1.9217 0.0361  C2 1.213

Here are the Mulliken charges for atoms 1 to 6, given in e: atom 1 (C): -0.35, atom 2 (C): 0.54, atom 3 (C): 0.52, atom 4 (H): 0.30, atom 5 (N): -0.28, atom 6 (N): -0.50

=====

no.,F_max (hartree/bohr)
1,0.2479
2,0.0068
3,0.1232
4,0.1095